(1)
# C2H4FNO

A cluster of 2 separate species, C2H4FNO in total (ωB97M-V with the def2-TZVPD basis set, the Open Molecules 2025 dataset).

XYZ file:
```
9
Properties=species:S:1:pos:R:3:mulliken_charge:R:1
O -2.33 1.61 -0.05 -0.603
N -1.85 0.55 0.19 0.577
C -1.17 -0.38 0.26 0.138
F -1.22 -1.72 0.12 -0.184
C 1.21 0.04 -0.09 -1.120
H 1.06 0.89 -0.65 0.357
H 2.10 -0.28 -0.68 0.328
H 1.63 0.29 0.90 0.290
H 0.57 -1.01 0.00 0.217
```

HOMO level (alpha / beta) (eV): -9.6910 / -9.6917
Structure (SMILES): [O-][N+]#CF.C
Electronic energy (a.u.): -308.25120



(2)
# C36H25F6N7OPS6SiSn

A structure of composition C36H25F6N7OPS6SiSn (ωB97M-V with the def2-TZVPD basis set, the Open Molecules 2025 dataset).

XYZ file:
```
84
Properties=species:S:1:pos:R:3:lowdin_spin:R:1
Sn 17.03 19.17 10.36 0.005
O 18.84 18.74 10.02 0.000
Si 20.40 18.78 10.26 0.000
C 20.62 19.36 12.06 0.000
C 20.08 18.64 13.13 0.000
C 20.30 19.06 14.45 0.000
C 21.03 20.22 14.62 0.000
C 21.60 20.91 13.61 0.000
C 21.46 20.47 12.31 0.000
C 21.12 19.95 8.98 0.000
C 22.42 19.73 8.52 0.000
C 22.90 20.37 7.42 0.000
C 22.05 21.31 6.79 0.000
C 20.78 21.62 7.23 0.000
C 20.31 20.92 8.34 0.000
C 21.32 17.14 10.08 0.000
C 21.67 16.31 11.21 0.001
C 22.28 15.09 10.91 0.001
C 22.65 14.73 9.63 0.001
C 22.33 15.51 8.58 0.000
C 21.56 16.68 8.77 0.001
H 19.47 17.77 12.90 0.000
H 20.01 18.47 15.27 0.000
H 21.17 20.52 15.70 0.000
H 22.25 21.74 13.83 0.000
H 21.97 20.86 11.52 0.000
H 23.08 19.04 9.04 0.000
H 23.81 20.19 6.94 0.000
H 22.41 21.73 5.79 0.000
H 20.20 22.38 6.69 0.000
H 19.30 20.99 8.68 0.000
H 21.48 16.66 12.19 0.000
H 22.53 14.44 11.72 0.000
H 23.02 13.73 9.46 0.000
H 22.40 15.11 7.55 0.000
H 21.24 17.13 7.87 0.000
S 14.68 13.03 9.61 0.447
C 15.09 14.62 9.71 -0.028
S 14.02 15.95 9.29 -0.010
C 15.07 16.97 10.11 0.052
N 16.24 16.55 10.53 0.134
N 16.25 15.20 10.32 0.214
C 17.48 14.50 10.73 0.017
C 18.23 13.78 9.87 0.023
C 19.56 13.43 10.17 -0.001
C 19.95 13.54 11.46 0.024
C 19.15 14.24 12.36 0.001
C 17.97 14.77 12.00 0.013
S 14.75 18.68 10.20 0.094
H 17.88 13.57 8.89 0.000
H 20.07 13.14 9.25 0.000
H 20.90 13.21 11.81 0.001
H 19.60 14.51 13.33 0.000
H 17.46 15.46 12.64 0.000
S 13.90 25.38 8.60 0.000
C 14.70 24.02 9.10 0.000
S 16.43 23.93 9.50 0.000
C 16.22 22.25 9.98 0.000
N 15.09 21.77 9.75 0.001
N 14.18 22.79 9.28 0.000
C 12.83 22.39 8.97 0.000
C 12.20 21.49 9.93 0.000
C 10.95 20.99 9.57 0.000
C 10.23 21.38 8.43 0.000
C 10.89 22.26 7.59 0.000
C 12.24 22.69 7.78 0.000
S 17.50 21.49 10.94 0.001
H 12.80 21.31 10.82 0.000
H 10.43 20.32 10.22 0.000
H 9.21 21.09 8.30 0.000
H 10.42 22.46 6.65 0.000
H 12.75 23.30 7.08 0.000
N 18.32 21.71 15.15 0.000
C 17.45 21.05 14.82 0.000
N 16.45 20.42 14.19 0.000
C 16.70 19.53 13.32 0.000
N 16.88 18.73 12.46 0.002
F 16.89 17.70 8.04 0.002
P 16.91 18.71 6.81 0.000
F 16.60 17.63 5.76 0.000
F 17.17 19.92 8.05 0.001
F 18.49 18.45 6.76 0.000
F 16.93 19.87 5.78 0.000
F 15.37 18.90 7.14 0.002
```

HOMO level (alpha / beta) (eV): -8.1274 / -8.1273
Electronic energy (a.u.): -5678.99303
2S+1: 2



(3)
# C15H16ClN3O4

A structure of composition C15H16ClN3O4 (ωB97M-V with the def2-TZVPD basis set, the Open Molecules 2025 dataset).

XYZ file:
```
39
Properties=species:S:1:pos:R:3:mulliken_charge:R:1
O 6.54 2.09 0.29 -0.372
C 5.51 1.76 0.40 0.420
O 4.51 2.71 0.19 -0.575
H 3.51 2.17 0.32 0.609
C 4.99 0.18 0.69 -0.727
H 5.75 -0.15 1.45 0.406
H 4.01 0.28 1.67 0.168
C 4.65 -0.53 -0.48 -0.202
H 5.51 -0.58 -1.08 0.505
H 4.48 -1.60 0.00 0.217
C 3.46 0.15 -1.21 -1.473
N 2.18 0.16 -0.59 0.539
C 1.30 -1.00 -0.53 -0.734
C 0.37 -0.21 0.49 0.144
C 0.88 0.91 0.74 -0.576
N 1.99 1.09 0.42 -0.432
H 0.52 1.49 1.60 0.353
N -0.91 -0.89 0.93 -0.111
C -1.27 -1.91 0.35 0.451
O -0.85 -2.72 -0.23 -0.455
C -2.80 -2.33 0.93 -0.521
O -3.60 -1.09 1.55 -0.507
C -4.01 -0.28 0.46 0.706
C -3.82 -0.51 -0.78 -0.070
C -4.34 0.48 -2.10 -0.887
C -5.07 1.37 -1.45 -0.209
C -5.38 1.32 -0.08 0.329
C -4.79 0.81 0.81 -0.443
H -5.09 0.72 2.01 0.233
Cl -6.37 2.74 0.54 -0.244
H -5.60 2.13 -2.20 0.180
H -4.18 0.15 -3.04 0.520
H -3.09 -1.31 -1.29 0.128
H -3.33 -3.09 0.31 0.317
H -2.63 -2.95 1.95 0.298
H -1.39 -0.08 1.53 0.329
H 1.30 -1.73 -1.14 0.532
H 3.35 -0.72 -1.79 0.303
H 3.74 0.98 -1.63 0.852
```

HOMO level (eV): -9.1621
Electronic energy (a.u.): -1506.06680



Energy relative to the best compared isomer or geometry (same formula, charge and spin) list, top to bottom, in kJ/mol: 608.34, 28.70, 1133.55